The following is a DFT calculation (the ωB97M-V functional and the def2-TZVPD basis) of a cluster of 7 separate species, C63H133N7O7 in total.

Last column: Mulliken charge in e.
Atoms and positions in Å:
C  -2.13191  2.05616  0.13592  -0.932
C  -0.63545  1.78354  -0.20986  1.697
C  0.18001  3.10582  -0.34265  -1.787
C  -0.03903  0.91878  0.95625  0.300
C  1.20102  0.15406  0.66174  -0.407
C  0.98230  -0.74600  -0.55127  -1.384
C  0.55882  0.06057  -1.83499  2.288
C  1.82804  0.73357  -2.39784  -1.450
C  0.00664  -1.03706  -2.80948  -0.507
N  -0.53312  1.00739  -1.52031  1.285
O  -1.00581  1.66202  -2.63021  -0.527
H  -2.51112  2.75019  -0.61417  0.757
H  -2.77110  1.18233  0.00957  -0.690
H  -2.22173  2.47339  1.13889  0.066
H  0.16680  3.79608  0.50083  0.223
H  1.20644  2.78510  -0.52068  0.360
H  -0.05320  3.72282  -1.21042  0.345
H  0.23578  1.65983  1.70686  -0.996
H  -0.78305  0.31018  1.47019  0.334
H  1.95658  0.90233  0.42233  -0.222
H  1.45371  -0.46409  1.52321  0.355
H  0.16885  -1.43032  -0.31024  -0.712
H  1.82712  -1.37717  -0.82698  1.012
H  2.69118  0.07275  -2.47790  0.442
H  2.10951  1.70815  -1.99899  0.265
H  1.64802  1.02601  -3.43233  -0.077
H  -0.11996  -0.60452  -3.80194  -0.456
H  -1.02205  -1.28951  -2.55226  -0.647
H  0.58125  -1.95438  -2.93773  0.510
H  -1.88764  1.29979  -2.74323  0.493
C  -1.85281  5.33906  3.46117  -1.662
C  -3.03385  4.57630  4.09383  1.230
C  -3.48347  5.30417  5.38864  -1.724
C  -4.22500  4.78340  3.02169  -1.148
C  -5.28874  3.70656  3.04649  -1.110
C  -4.79659  2.23234  3.16946  -0.587
C  -3.77540  2.05429  4.37107  1.370
C  -4.43025  2.14890  5.79516  -1.795
C  -3.21923  0.56138  4.09806  -1.572
N  -2.69203  3.07822  4.27852  0.760
O  -1.63717  2.81216  5.15851  0.051
H  -2.18451  6.30972  3.09252  0.518
H  -1.01607  5.48240  4.14485  0.385
H  -1.55656  4.94659  2.48839  0.039
H  -2.81513  5.06380  6.21547  0.224
H  -3.48193  6.37580  5.18937  0.480
H  -4.52560  5.07450  5.61072  0.401
H  -4.75658  5.71006  3.23811  0.435
H  -3.82543  4.82954  2.00861  0.433
H  -5.94061  4.01298  3.86458  0.395
H  -5.97949  3.73483  2.20378  0.397
H  -4.32540  1.95186  2.22743  -0.069
H  -5.70817  1.67673  3.38945  0.529
H  -3.70274  2.10152  6.60545  0.222
H  -5.28620  1.47899  5.87693  0.520
H  -5.07277  3.00647  5.99474  0.316
H  -4.08285  -0.05808  3.85611  0.498
H  -2.71939  0.14907  4.97457  0.327
H  -2.52104  0.58604  3.26139  0.165
H  -0.91032  2.47896  4.62722  -0.120
C  7.78111  1.70969  2.66245  -1.855
C  6.90935  0.65932  1.80616  1.896
C  5.75707  1.42815  1.06314  -1.155
C  7.87280  0.08509  0.74534  -1.494
C  7.26975  -1.12607  -0.01317  -0.625
C  6.81377  -2.12707  1.03346  -1.412
C  5.93243  -1.65282  2.20894  2.064
C  4.41813  -1.58351  1.67321  -0.202
C  6.07026  -2.57541  3.42708  -2.045
N  6.37892  -0.29711  2.77236  -0.009
O  5.56410  0.14484  3.80258  -0.311
H  8.70833  1.29069  3.05337  0.353
H  8.08993  2.60181  2.11762  0.465
H  7.17518  2.18907  3.43131  0.347
H  4.81456  1.28058  1.59038  0.003
H  5.89588  2.50866  1.09978  0.436
H  5.65183  1.09120  0.03189  0.250
H  8.51021  0.64583  0.06169  0.336
H  8.63383  -0.35183  1.39189  0.489
H  6.48856  -0.77774  -0.68883  0.269
H  8.03769  -1.66353  -0.56950  0.444
H  7.73223  -2.66607  1.26584  0.478
H  6.21825  -2.91874  0.57881  0.378
H  4.01576  -2.59072  1.78146  0.031
H  4.28136  -1.09869  0.70659  0.404
H  3.74547  -0.92545  2.22329  -0.609
H  7.10208  -2.52866  3.77532  0.484
H  5.82984  -3.59569  3.12820  0.409
H  5.39182  -2.36330  4.25341  0.258
H  4.70907  0.37721  3.43308  0.012
C  2.84607  0.55766  6.73373  -1.737
C  1.59940  1.20321  6.25238  1.959
C  0.46271  0.12874  6.17916  -2.075
C  1.08428  2.30196  7.19021  -1.282
C  1.76967  3.61542  7.04471  -1.152
C  1.64889  4.07412  5.53278  -1.101
C  2.22044  3.07498  4.53448  1.725
C  1.61680  3.57476  3.12764  -1.250
C  3.76392  3.17015  4.57680  -1.985
N  1.74154  1.74875  4.85961  1.117
O  2.10202  0.84556  3.88411  0.402
H  3.41480  0.08608  5.93232  0.090
H  3.58665  1.23240  7.16313  0.352
H  2.59744  -0.11974  7.55069  0.563
H  0.95465  -0.68336  5.64382  0.478
H  -0.01541  -0.15092  7.11793  0.460
H  -0.37764  0.41988  5.54896  0.186
H  0.00850  2.47667  7.20677  0.116
H  1.39472  1.99275  8.18827  0.572
H  1.46832  4.36793  7.77343  0.474
H  2.83889  3.54481  7.24443  0.365
H  2.20434  4.99527  5.35653  0.725
H  0.57567  4.23002  5.42326  -0.207
H  1.89414  3.16879  2.15482  0.100
H  1.80239  4.64717  3.06768  0.438
H  0.54569  3.40262  3.23340  -0.134
H  4.22815  3.01784  5.55117  0.262
H  4.23539  4.11089  4.29247  0.478
H  4.22842  2.38480  3.98051  0.262
H  1.28937  0.38296  3.66686  0.055
C  -0.60214  -1.42876  -6.89056  -1.103
C  -0.53595  -0.20464  -7.82891  1.522
C  -1.83163  -0.20271  -8.66951  -1.893
C  -0.60309  1.14896  -7.03768  -1.025
C  0.74207  1.62570  -6.39160  0.449
C  1.76890  1.75345  -7.53317  -1.557
C  1.90830  0.42421  -8.38205  1.479
C  2.65571  0.76296  -9.68256  -1.919
C  2.70631  -0.53838  -7.54614  -1.735
N  0.61565  -0.20694  -8.73832  0.547
O  0.74969  -1.24751  -9.60739  -0.512
H  -0.78562  -2.33497  -7.46780  0.388
H  0.34593  -1.57885  -6.37410  0.250
H  -1.35854  -1.23541  -6.12991  -0.028
H  -1.88070  -1.14365  -9.21753  0.515
H  -2.69606  -0.14437  -8.00811  0.161
H  -1.87719  0.56466  -9.44227  0.450
H  -1.00404  1.93026  -7.68337  0.474
H  -1.33069  1.05931  -6.23106  0.113
H  0.78810  2.53895  -5.79834  0.585
H  1.08825  0.83656  -5.72412  -0.567
H  2.71088  2.11857  -7.12395  0.505
H  1.51657  2.48827  -8.29767  0.359
H  1.93857  1.24788  -10.34487  0.484
H  3.07017  -0.09827  -10.20660  0.358
H  3.56323  1.34770  -9.53225  0.367
H  2.83636  -1.41164  -8.18536  0.399
H  2.22299  -0.82876  -6.61330  0.188
H  3.61307  -0.05501  -7.18248  0.451
H  0.28169  -0.97674  -10.40065  0.351
C  -4.74859  -1.28059  -0.32982  -1.993
C  -4.93917  -1.46447  -1.90752  1.703
C  -3.92699  -2.58648  -2.41879  -0.717
C  -6.38624  -2.08538  -2.06012  -0.981
C  -6.71771  -2.10474  -3.51021  -0.790
C  -6.65912  -0.71790  -4.18012  -1.068
C  -5.31519  0.05864  -3.87885  1.731
C  -4.31338  -0.43559  -4.93054  -1.734
C  -5.73432  1.56531  -4.00513  -2.068
N  -4.85563  -0.14992  -2.50189  -0.294
O  -3.61323  0.52111  -2.15025  0.238
H  -3.72476  -0.99043  -0.09383  -0.130
H  -5.38972  -0.42642  -0.11200  0.572
H  -5.13720  -2.09803  0.27753  0.499
H  -3.60688  -3.29754  -1.65720  0.385
H  -4.20320  -3.12938  -3.32271  0.262
H  -2.98391  -2.05516  -2.54688  -0.643
H  -6.29963  -3.14052  -1.80074  0.373
H  -7.14627  -1.64345  -1.41581  0.382
H  -6.01260  -2.67539  -4.11460  0.281
H  -7.63359  -2.68959  -3.59503  0.415
H  -7.51421  -0.11962  -3.86552  0.453
H  -6.81400  -0.95166  -5.23344  0.359
H  -4.56583  0.00477  -5.89514  0.672
H  -4.17177  -1.50605  -5.07939  0.347
H  -3.31764  -0.03132  -4.74840  -0.179
H  -6.10758  1.77054  -5.00845  0.426
H  -4.90666  2.26917  -3.91767  0.400
H  -6.48034  1.86267  -3.26815  0.469
H  -3.92373  1.38438  -1.86750  0.299
C  -1.42081  -5.72117  2.65713  -2.247
C  -0.85139  -5.05174  1.42893  2.266
C  -1.75198  -3.93448  1.06154  -1.854
C  0.55650  -4.51947  1.90094  -1.677
C  1.58805  -4.37835  0.72171  1.192
C  1.47437  -5.56682  -0.19628  -1.781
C  0.03818  -5.91922  -0.78695  1.994
C  -0.44021  -4.85529  -1.80799  -1.466
C  0.26000  -7.25843  -1.50972  -2.150
N  -0.82699  -6.14317  0.37513  0.179
O  -2.05969  -6.56681  -0.03385  -0.453
H  -0.75376  -6.53240  2.94878  0.519
H  -1.47084  -5.02340  3.49302  0.379
H  -2.41952  -6.14172  2.53956  0.434
H  -1.40270  -3.24699  0.29118  -0.120
H  -2.69302  -4.29460  0.64578  0.472
H  -2.07960  -3.29162  1.87854  0.630
H  0.60751  -3.61221  2.50292  0.572
H  1.08506  -5.38296  2.30482  0.443
H  1.40465  -3.44430  0.19066  -0.948
H  2.59237  -4.25638  1.12737  0.293
H  1.83948  -6.44899  0.32962  0.418
H  2.21251  -5.32726  -0.96169  0.500
H  -0.12480  -3.85682  -1.50522  -0.171
H  -1.50019  -4.88151  -2.06066  0.430
H  -0.01736  -4.96254  -2.80688  0.550
H  -0.60116  -7.56851  -2.10162  0.405
H  0.48346  -8.01681  -0.75937  0.483
H  1.10177  -7.15439  -2.19434  0.412
H  -2.06945  -7.45758  0.32394  0.377

Cartesian forces, eV/Å:
C 0.72 0.04 -1.05
C 0.08 -0.50 -0.72
C 0.27 -0.41 -0.28
C -0.73 1.35 0.24
C 0.25 -0.52 -1.18
C -0.90 0.73 -0.33
C 0.49 -0.91 0.87
C -0.31 0.43 -1.42
C -0.45 1.27 -0.56
N 0.15 -1.52 2.62
O 0.15 1.04 -0.64
H -0.06 0.50 0.17
H 0.38 -0.33 0.40
H -0.03 0.09 0.00
H -0.19 -0.33 0.36
H 0.20 0.24 0.28
H -0.49 -0.33 -0.19
H -0.12 0.17 0.23
H -0.36 -0.28 -0.49
H 0.59 -0.28 0.28
H 0.44 0.19 0.07
H -0.24 -0.13 0.04
H 0.22 0.19 0.10
H 0.01 -0.11 0.43
H 0.02 -0.34 0.76
H -0.29 -0.14 -0.31
H 0.26 0.10 -0.24
H 0.11 -0.16 0.53
H 0.32 0.18 0.38
H -0.39 -0.27 -0.24
C -0.21 -0.06 -0.16
C -0.78 -0.24 -0.58
C 0.11 -0.33 -0.64
C 0.77 -1.28 0.19
C -0.35 -0.62 0.57
C 0.29 2.29 1.63
C -0.08 -0.45 0.07
C -1.15 -0.07 -0.91
C -0.23 1.79 0.86
N -0.99 0.61 -2.62
O -0.49 0.54 0.93
H -0.30 0.40 0.72
H 0.10 -0.12 -0.16
H 0.39 -0.88 0.29
H -0.16 0.06 0.11
H 0.29 0.09 0.10
H 0.15 -0.27 0.29
H 0.49 0.29 -0.01
H 0.37 0.16 0.03
H -0.15 -0.67 0.49
H 0.25 0.32 -0.40
H -0.02 -0.30 0.11
H 0.29 -0.56 -0.18
H -0.09 -0.41 -0.15
H 0.60 -1.27 0.25
H 0.73 0.98 -0.51
H 0.10 -0.06 -0.02
H 0.02 0.02 0.01
H -0.06 0.00 -0.08
H 0.24 -0.04 -0.32
C -0.88 0.11 -0.71
C 0.02 3.93 0.02
C 0.18 0.03 0.71
C 0.39 -2.86 0.97
C -0.08 0.83 0.80
C -0.49 -0.66 -0.14
C -0.91 2.07 0.80
C 0.86 0.31 0.88
C -0.31 -0.63 -0.64
N 1.74 -2.93 -1.77
O 0.55 0.44 -0.28
H -0.32 -0.36 0.25
H 0.01 -0.23 -0.83
H -0.05 -0.62 0.45
H -0.23 -0.16 -0.13
H 0.24 0.01 -0.28
H -0.12 0.11 0.04
H -0.90 1.23 0.23
H 0.41 -0.37 0.08
H -0.12 -0.21 -0.09
H -0.01 0.40 -0.39
H 0.02 0.16 1.07
H -0.17 -0.07 -0.28
H -0.19 0.06 -0.59
H 0.52 -0.76 -0.57
H 0.21 -0.11 0.92
H -0.09 -0.04 0.04
H 0.16 -0.25 -0.08
H 0.05 0.43 -0.15
H -0.70 0.14 -0.26
C 1.35 -0.14 0.80
C -1.90 0.59 -1.17
C 0.67 0.16 -1.04
C 0.74 0.11 1.10
C 1.52 1.04 -2.09
C -0.18 0.05 2.01
C 0.47 0.67 -0.81
C 0.16 -0.31 1.28
C 0.74 -0.45 -0.06
N -1.98 1.35 0.95
O 0.92 -1.11 -0.30
H -0.39 -0.50 -0.02
H -0.19 0.51 0.04
H 0.16 -0.40 -0.19
H -0.40 -0.73 0.44
H 0.68 -0.17 0.21
H 0.09 0.51 -0.12
H -0.10 -0.44 -0.42
H -0.50 -0.52 0.27
H -0.59 0.07 -0.29
H 0.23 -0.40 0.12
H -0.29 0.24 0.13
H -0.03 0.12 -0.62
H 0.61 -0.54 0.41
H -0.11 0.09 0.04
H -0.17 0.24 -0.13
H -0.58 -0.24 0.45
H -0.56 0.26 -0.53
H -0.13 0.07 -0.32
H -0.16 -0.03 -0.25
C 0.55 0.49 -0.01
C -0.36 0.45 -0.09
C 0.34 -0.77 -0.23
C 0.94 0.41 0.89
C 0.24 -0.87 -1.65
C -0.90 -0.63 -0.88
C 0.43 0.25 0.93
C 0.06 -0.38 -0.05
C 0.40 -0.39 0.30
N -0.33 3.63 1.01
O -0.04 -1.54 -0.21
H -0.24 0.01 0.11
H -0.03 0.06 0.06
H -0.21 -0.37 -0.07
H -0.21 -0.22 0.08
H -0.07 0.05 -0.08
H 0.16 0.37 0.32
H 0.21 0.03 -0.24
H -0.22 -0.34 -0.03
H -0.83 0.08 -0.10
H 0.03 -0.10 0.15
H 0.37 -0.57 -0.19
H -0.60 0.48 0.31
H 0.26 0.30 -0.11
H -0.47 -0.40 0.09
H -0.32 0.54 0.34
H 0.60 -0.27 0.45
H -0.36 -0.08 -0.21
H 0.51 -0.32 -0.53
H 0.03 0.05 -0.25
C -0.30 0.76 -1.54
C -0.18 -2.36 2.43
C 0.63 1.53 0.56
C 1.94 0.08 -0.36
C -0.29 0.36 -0.93
C -0.64 -0.76 1.25
C -0.79 -0.08 -0.69
C 0.81 1.29 -0.53
C 1.02 -0.25 -0.61
N -1.03 -0.04 0.47
O -0.78 -0.86 -1.14
H 0.01 -0.31 0.17
H 0.04 0.19 0.25
H 0.38 -0.31 -0.30
H -0.76 -0.17 0.31
H -0.01 0.24 0.06
H 0.14 0.05 -0.66
H 0.13 0.03 0.60
H 0.06 0.37 -0.16
H 0.30 -0.43 0.50
H -0.51 0.59 -0.59
H 0.01 0.14 0.13
H 0.44 0.70 -0.24
H -0.27 -0.15 -0.19
H -0.48 -0.05 0.39
H 0.19 0.02 0.33
H -0.30 -0.20 -0.03
H 0.36 -0.14 0.22
H -0.03 -0.37 0.00
H -0.14 0.14 0.24
C -0.13 -0.54 0.84
C -0.08 -0.13 0.69
C -1.50 1.55 -1.09
C 1.61 -1.71 -2.72
C -1.82 1.15 0.50
C -0.19 0.26 -0.34
C 1.44 0.25 -0.28
C 0.25 0.22 -0.16
C -0.28 0.22 0.10
N 3.47 1.32 0.69
O -1.46 -0.12 -0.02
H -0.02 -0.09 0.07
H 0.03 0.10 0.01
H -0.07 0.11 -0.29
H 0.51 -0.05 -0.05
H -0.08 -0.38 0.00
H 0.37 -0.13 0.42
H -0.67 -0.36 0.28
H -0.55 0.05 1.40
H -0.08 0.05 -0.33
H 0.06 -0.28 0.05
H -0.08 -0.20 0.02
H -0.28 -0.55 -0.68
H -0.38 0.13 0.17
H -0.24 0.00 0.71
H 0.61 -0.44 0.08
H -0.11 0.02 0.10
H 0.05 -0.14 -0.11
H 0.05 -0.06 0.03
H -0.44 -0.18 -0.10

SMILES string: CC1(C)CCCC(C)(C)N1O.CC1(C)CCCC(C)(C)N1O.CC1(C)CCCC(C)(C)N1O.CC1(C)CCCC(C)(C)N1O.CC1(C)CCCC(C)(C)N1O.CC1(C)CCCC(C)(C)N1O.CC1(C)CCCC(C)(C)N1O
Gap between HOMO and LUMO, eV: 8.3
Energy above the lowest of the compared OMol25 structures with the same formula, charge and spin, eV: 5.300
HOMO level, eV: -7.799